No. 1
DFT (ωB97M-V/def2-TZVPD) results for C18H21N3O3 in the gas phase.

Output
E_HOMO (eV): -8.0507
Orbital gap (eV): 8.71
E_tot (eV): -29618.6632
Lowest unoccupied orbital energy (eV): 0.66

Each line ends with the natural charge from an NBO analysis.
Positions of all 45 atoms, in Å:
C (-4.106, -1.053, 1.120)  -0.60
C (-3.063, -0.970, 0.004)  -0.08
C (-3.801, -0.861, -1.338)  -0.59
C (-2.224, -2.256, 0.034)  -0.59
C (-2.137, 0.226, 0.159)  0.01
C (-2.237, 1.138, 1.205)  -0.22
C (-1.366, 2.206, 1.312)  -0.23
C (-0.363, 2.393, 0.376)  0.19
C (-0.237, 1.482, -0.671)  0.29
C (-1.124, 0.420, -0.771)  -0.28
O (0.747, 1.584, -1.623)  -0.49
C (1.817, 2.457, -1.286)  -0.02
C (2.837, 1.640, -0.465)  0.61
O (3.774, 1.093, -1.008)  -0.59
N (2.506, 1.487, 0.842)  -0.49
N (3.305, 0.825, 1.760)  -0.28
C (3.641, -0.394, 1.575)  0.11
C (3.261, -1.380, 0.613)  0.00
C (3.787, -2.664, 0.513)  -0.22
C (3.092, -3.333, -0.496)  -0.31
C (2.152, -2.454, -0.984)  -0.03
N (2.257, -1.290, -0.314)  -0.47
C (1.274, 3.726, -0.624)  -0.10
O (0.518, 3.443, 0.534)  -0.50
H (-4.743, -0.171, 1.127)  0.21
H (-4.740, -1.922, 0.959)  0.21
H (-3.631, -1.160, 2.092)  0.21
H (-4.386, 0.056, -1.371)  0.21
H (-3.107, -0.852, -2.173)  0.21
H (-4.475, -1.705, -1.463)  0.21
H (-1.663, -2.318, 0.964)  0.22
H (-1.519, -2.291, -0.792)  0.20
H (-2.872, -3.126, -0.037)  0.21
H (-3.000, 1.031, 1.958)  0.22
H (-1.447, 2.911, 2.125)  0.23
H (-0.988, -0.249, -1.605)  0.22
H (2.300, 2.705, -2.236)  0.23
H (1.952, 2.207, 1.293)  0.42
H (4.329, -0.754, 2.332)  0.20
H (4.590, -3.055, 1.105)  0.22
H (3.255, -4.338, -0.831)  0.22
H (1.423, -2.588, -1.760)  0.21
H (1.685, -0.482, -0.489)  0.43
H (0.644, 4.252, -1.355)  0.19
H (2.088, 4.383, -0.312)  0.21

Forces on the atoms, in the same order (eV/Å):
C 0.20 0.05 -0.18
C -0.12 -0.16 -0.03
C 0.07 -0.02 0.18
C -0.13 0.15 0.03
C 0.02 0.04 0.05
C -0.03 -0.04 -0.02
C 0.27 0.13 -0.18
C -0.10 -0.01 -0.06
C -0.14 0.00 0.09
C 0.18 0.27 0.04
O -0.25 -0.14 -0.02
C 0.32 0.29 0.20
C 0.04 0.29 -0.45
O -0.01 0.05 0.00
N -0.34 -0.37 0.31
N 0.53 0.24 0.54
C -0.06 0.44 -0.03
C 0.13 -0.56 -0.15
C -0.06 0.54 0.19
C -0.17 -0.09 -0.21
C -0.06 -0.32 -0.15
N -0.10 0.21 0.04
C 0.17 0.02 -0.57
O -0.28 -0.23 0.31
H -0.10 0.10 0.06
H -0.05 -0.08 -0.02
H 0.01 0.01 0.15
H -0.08 0.09 -0.04
H 0.07 0.00 -0.13
H -0.08 -0.11 -0.04
H 0.08 -0.04 0.09
H 0.12 -0.03 -0.10
H -0.07 -0.13 -0.03
H -0.11 -0.05 0.08
H -0.01 0.10 0.11
H 0.01 -0.13 -0.14
H -0.01 -0.01 0.27
H 0.08 -0.12 -0.26
H -0.01 -0.08 0.06
H 0.15 -0.02 0.17
H 0.00 -0.16 -0.10
H -0.12 0.03 -0.13
H 0.01 -0.03 0.03
H 0.10 -0.05 0.10
H -0.06 -0.06 -0.08

=====

No. 2
DFT (ωB97M-V/def2-TZVPD) results for C18H21N3O5 in the gas phase at a distorted geometry.

Output
E_HOMO (eV): -8.2000
Orbital gap (eV): 8.86
E_tot (eV): -33713.3880
Lowest unoccupied orbital energy (eV): 0.66

Each line ends with the natural charge from an NBO analysis.
Positions of all 47 atoms, in Å:
C (-5.624, -0.151, -1.659)  -0.24
O (-4.258, -0.347, -1.953)  -0.49
C (-3.278, 0.090, -1.119)  0.27
C (-1.999, 0.039, -1.674)  -0.25
C (-0.876, 0.409, -0.965)  -0.17
C (-1.021, 0.854, 0.344)  -0.18
C (0.134, 1.337, 1.128)  0.72
O (0.106, 2.363, 1.774)  -0.58
N (1.288, 0.564, 1.089)  -0.46
C (2.552, 1.223, 1.368)  -0.04
N (3.423, 1.206, 0.224)  -0.44
C (4.756, 0.644, 0.273)  -0.20
C (5.080, 0.359, -1.196)  -0.40
C (4.208, 1.357, -1.951)  -0.50
C (3.032, 1.586, -1.014)  0.70
O (1.947, 2.036, -1.305)  -0.63
C (1.329, -0.773, 0.777)  0.34
C (0.276, -1.734, 0.802)  -0.38
C (0.898, -2.908, 0.497)  0.34
C (0.394, -4.296, 0.362)  -0.66
O (2.209, -2.685, 0.318)  -0.28
N (2.472, -1.363, 0.499)  -0.22
C (-2.293, 0.950, 0.900)  -0.26
C (-3.427, 0.563, 0.201)  0.28
O (-4.688, 0.614, 0.741)  -0.52
C (-4.853, 1.206, 2.007)  -0.25
H (-5.940, -0.733, -0.791)  0.19
H (-5.851, 0.904, -1.489)  0.18
H (-6.156, -0.498, -2.544)  0.19
H (-1.921, -0.300, -2.694)  0.23
H (0.095, 0.402, -1.431)  0.24
H (3.066, 0.718, 2.191)  0.21
H (2.294, 2.250, 1.654)  0.24
H (5.452, 1.372, 0.708)  0.18
H (4.758, -0.265, 0.877)  0.22
H (4.774, -0.658, -1.440)  0.22
H (6.140, 0.469, -1.413)  0.21
H (4.715, 2.314, -2.096)  0.22
H (3.869, 1.001, -2.922)  0.23
H (-0.758, -1.578, 1.014)  0.25
H (0.380, -4.789, 1.334)  0.23
H (1.046, -4.859, -0.300)  0.24
H (-0.617, -4.287, -0.036)  0.24
H (-2.369, 1.328, 1.907)  0.23
H (-4.481, 2.235, 2.023)  0.18
H (-4.356, 0.626, 2.792)  0.18
H (-5.927, 1.206, 2.187)  0.20

Forces on the atoms, in the same order (eV/Å):
C -0.53 0.00 0.00
O 0.40 -0.03 0.14
C 0.14 0.01 -0.06
C -0.22 0.00 0.11
C -0.08 0.15 0.19
C -0.37 0.14 -0.33
C -0.06 0.10 0.14
O -0.13 -0.01 -0.02
N 0.41 0.22 0.11
C -0.11 0.46 0.12
N 0.10 -0.08 0.10
C 0.33 -0.02 0.13
C 0.04 0.08 0.02
C -0.03 -0.10 -0.07
C 0.44 -0.02 -0.19
O -0.51 0.24 -0.09
C -0.01 -1.13 -0.08
C 0.42 -0.59 -0.13
C -0.42 0.71 0.19
C 0.18 0.06 0.07
O -0.40 -0.72 -0.02
N 0.33 1.07 0.09
C 0.14 -0.04 0.02
C -0.13 -0.03 0.02
O 0.23 -0.17 -0.39
C -0.04 0.08 0.20
H 0.02 0.07 -0.11
H 0.01 -0.07 -0.01
H 0.02 0.04 0.07
H -0.01 -0.03 -0.13
H 0.12 -0.03 -0.04
H -0.06 0.08 -0.11
H 0.10 -0.33 0.02
H 0.02 -0.11 -0.01
H 0.01 0.06 -0.01
H 0.00 -0.02 0.02
H 0.01 -0.05 0.02
H -0.03 0.04 -0.02
H -0.06 0.07 0.01
H -0.24 -0.04 0.01
H 0.00 -0.06 0.01
H -0.03 -0.08 -0.06
H -0.03 -0.03 -0.03
H -0.07 0.06 0.09
H 0.00 -0.03 0.01
H 0.00 0.04 -0.03
H 0.09 0.03 0.05

=====

No. 3
DFT (ωB97M-V/def2-TZVPD) results for C18H21N5O2S in the gas phase at a distorted geometry.

Output
E_HOMO (eV): -8.2716
Orbital gap (eV): 8.13
E_tot (eV): -41387.8798
Lowest unoccupied orbital energy (eV): -0.14

Each line ends with the natural charge from an NBO analysis.
Positions of all 47 atoms, in Å:
C (-6.343, -1.256, 0.128)  -0.64
C (-6.370, 0.258, 0.314)  -0.06
O (-5.194, 0.755, 0.921)  -0.49
C (-4.043, 0.869, 0.207)  0.29
C (-3.925, 0.639, -1.168)  -0.28
C (-2.718, 0.801, -1.830)  -0.24
C (-1.617, 1.198, -1.099)  0.21
N (-0.313, 1.430, -1.516)  -0.55
C (0.416, 1.800, -0.449)  0.40
N (1.696, 2.098, -0.397)  -0.49
C (2.110, 2.391, 0.839)  0.22
S (3.821, 2.695, 1.006)  0.28
C (4.340, 2.275, -0.691)  -0.62
C (3.789, 0.937, -1.183)  0.70
O (3.472, 0.772, -2.341)  -0.64
N (3.779, -0.032, -0.249)  -0.63
C (3.177, -1.329, -0.457)  -0.07
C (4.101, -2.457, 0.037)  -0.41
C (3.507, -2.899, 1.372)  -0.40
C (2.006, -2.789, 1.126)  -0.40
C (1.867, -1.479, 0.351)  -0.42
N (1.380, 2.432, 1.944)  -0.29
N (0.106, 2.152, 1.893)  -0.13
C (-0.410, 1.823, 0.727)  0.06
C (-1.722, 1.433, 0.293)  -0.10
C (-2.929, 1.269, 0.946)  -0.20
H (-7.290, -1.591, -0.286)  0.22
H (-5.539, -1.554, -0.540)  0.21
H (-6.186, -1.741, 1.089)  0.22
H (-6.562, 0.768, -0.638)  0.17
H (-7.165, 0.530, 1.013)  0.20
H (-4.782, 0.335, -1.748)  0.22
H (-2.649, 0.620, -2.891)  0.22
H (0.049, 1.321, -2.450)  0.43
H (4.015, 3.061, -1.371)  0.25
H (5.430, 2.244, -0.663)  0.25
H (4.029, 0.208, 0.701)  0.40
H (2.999, -1.396, -1.533)  0.24
H (5.131, -2.115, 0.122)  0.22
H (4.076, -3.286, -0.670)  0.21
H (3.815, -3.904, 1.653)  0.21
H (3.805, -2.213, 2.167)  0.19
H (1.672, -3.626, 0.511)  0.20
H (1.425, -2.784, 2.047)  0.21
H (1.779, -0.645, 1.051)  0.20
H (0.988, -1.467, -0.291)  0.22
H (-3.023, 1.449, 2.003)  0.24

Forces on the atoms, in the same order (eV/Å):
C 0.14 0.39 0.08
C -0.29 -0.28 -0.13
O 0.10 0.07 0.17
C 0.34 0.09 0.09
C -0.20 -0.01 0.09
C 0.14 0.04 0.05
C -0.55 -0.04 0.44
N 0.22 -0.01 -0.41
C 0.33 0.24 1.06
N -0.58 0.19 0.01
C -0.36 -0.20 -0.80
S 0.53 0.15 0.13
C -0.34 0.24 0.23
C 0.54 0.12 0.14
O -0.06 -0.04 -0.45
N 0.13 -0.20 0.23
C 0.01 -0.01 -0.29
C 0.00 -0.02 0.08
C -0.06 -0.17 -0.13
C -0.01 0.07 0.11
C -0.07 -0.11 -0.05
N 0.96 0.27 0.61
N -1.09 -0.23 -0.14
C 0.88 0.07 -0.63
C -0.42 -0.15 -0.27
C -0.20 -0.11 -0.27
H -0.10 -0.07 -0.06
H 0.03 -0.08 -0.06
H -0.01 -0.07 0.07
H 0.01 0.02 0.11
H 0.07 0.01 -0.17
H -0.10 -0.04 -0.01
H -0.01 -0.02 -0.11
H 0.04 0.01 0.06
H 0.05 -0.19 -0.04
H 0.01 0.01 0.01
H -0.05 0.13 -0.12
H 0.03 -0.02 0.17
H 0.04 -0.03 -0.11
H 0.02 -0.06 -0.02
H 0.06 0.00 0.11
H 0.03 0.03 0.10
H -0.03 -0.08 0.01
H -0.08 -0.08 0.01
H -0.02 0.06 0.01
H -0.07 0.08 -0.01
H -0.04 0.02 0.16